# 1
{"formula": "C5H6N5O4P", "method": "ωB97M-V with the def2-TZVPD basis set", "total_charge": -2, "energy_ha": -1110.3370, "smiles": "Nc1nc2c(c(=O)[nH]1)NCN2P(=O)([O-])[O-]", "symbols": ["N", "C", "N", "C", "C", "C", "O", "N", "N", "C", "N", "P", "O", "O", "O", "H", "H", "H", "H", "H", "H"], "positions_angstrom": [[-2.697, -0.698, -2.251], [-1.553, -0.147, -1.473], [-1.347, -0.611, -0.305], [-0.316, -0.016, 0.315], [0.459, 1.070, -0.293], [0.224, 1.450, -1.648], [0.802, 2.270, -2.374], [-1.000, 0.926, -2.117], [1.345, 1.611, 0.653], [1.269, 0.769, 1.821], [0.156, -0.284, 1.556], [0.973, -1.939, 2.216], [-0.093, -2.993, 2.069], [2.204, -2.014, 1.412], [1.154, -1.476, 3.619], [-2.987, -1.651, -2.069], [-2.462, -0.517, -3.239], [-1.386, 1.231, -2.998], [2.245, 1.553, 0.338], [2.082, 0.064, 2.118], [0.926, 1.401, 2.649]], "lowdin_charge": [0.07, -0.40, 0.19, -0.28, -0.14, -0.48, -0.07, 0.14, 0.02, -0.20, -0.02, 0.01, -0.46, -0.41, -0.44, 0.06, 0.06, 0.13, 0.07, 0.08, 0.09]}

# 2
{"formula": "C5H9NO", "method": "ωB97M-V with the def2-TZVPD basis set", "total_charge": 0, "energy_ha": -325.8586, "smiles": "C[C@H](C#N)CCO", "symbols": ["C", "C", "C", "N", "C", "C", "O", "H", "H", "H", "H", "H", "H", "H", "H", "H"], "positions_angstrom": [[-1.171, -0.491, -0.628], [-0.243, -0.697, 0.582], [-0.858, -1.311, 1.773], [-1.298, -1.865, 2.689], [0.398, 0.669, 0.801], [0.962, 1.148, -0.599], [1.110, 0.275, -1.796], [-0.492, -0.270, -1.483], [-1.836, 0.359, -0.422], [-1.758, -1.363, -0.893], [0.574, -1.378, 0.316], [-0.378, 1.363, 1.172], [1.173, 0.665, 1.579], [1.961, 1.533, -0.462], [0.298, 1.940, -0.963], [1.559, -0.578, -1.666]], "lowdin_charge": [-0.06, -0.38, -0.19, 0.14, -0.15, -0.17, -0.13, 0.06, 0.10, 0.08, 0.14, 0.12, 0.11, 0.10, 0.12, 0.10]}

# 3
{"formula": "H21O11", "method": "ωB97M-V with the def2-TZVPD basis set", "total_charge": -1, "energy_ha": -840.2418, "symbols": ["O", "H", "H", "O", "H", "H", "O", "H", "H", "O", "H", "H", "O", "H", "H", "O", "H", "H", "O", "H", "O", "H", "H", "O", "H", "H", "O", "H", "H", "O", "H", "H"], "positions_angstrom": [[-4.047, -0.911, 0.356], [-3.105, -0.582, 0.639], [-4.087, -1.563, 1.043], [1.091, 1.587, 3.635], [1.275, 0.984, 2.875], [0.914, 2.481, 3.269], [1.940, -2.805, -0.900], [-0.128, -2.591, 2.144], [-0.818, -0.517, -3.729], [-0.384, -0.910, -0.657], [-0.002, -0.273, -0.045], [3.105, -0.624, -0.858], [2.599, 0.717, -4.258], [-1.564, 0.956, 1.426], [-0.782, -1.510, 0.107], [0.063, -0.467, -3.325], [-0.003, -0.792, -2.395], [-2.548, -0.180, 2.627], [-2.000, -0.208, 1.869], [1.221, -3.167, -1.432], [0.163, -1.782, 1.756], [1.322, -2.341, -0.316], [-0.349, -0.979, 1.966], [-1.258, 4.148, 0.317], [-1.467, 3.195, 0.256], [-0.734, 4.100, 1.148], [-0.813, 1.786, 1.669], [1.657, 0.590, -4.127], [-0.745, 1.768, 2.619], [3.294, -0.722, -1.800], [3.266, 0.484, -3.650], [2.922, 0.128, -2.228]], "lowdin_charge": [-0.15, 0.01, -0.02, -0.10, 0.05, 0.04, -0.08, 0.04, 0.05, -0.11, 0.03, 0.03, -0.05, 0.02, 0.10, -0.08, 0.00, -0.01, -0.31, 0.04, -0.08, -0.01, 0.00, -0.12, 0.01, 0.02, -0.23, 0.01, -0.03, -0.09, -0.03, 0.05]}

# 4
{"formula": "C13H48O11", "method": "ωB97M-V with the def2-TZVPD basis set", "total_charge": 0, "energy_ha": -1351.0031, "smiles": "CC(C)O.CO.CO.CO.CO.CO.CO.CO.CO.CO.CO", "symbols": ["C", "C", "C", "O", "H", "H", "H", "H", "H", "H", "H", "H", "C", "O", "H", "H", "H", "H", "C", "O", "H", "H", "H", "H", "C", "O", "H", "H", "H", "H", "C", "O", "H", "H", "H", "H", "C", "O", "H", "H", "H", "H", "C", "O", "H", "H", "H", "H", "C", "O", "H", "H", "H", "H", "C", "O", "H", "H", "H", "H", "C", "O", "H", "H", "H", "H", "C", "O", "H", "H", "H", "H"], "positions_angstrom": [[-1.701, 1.403, 2.559], [-1.590, 0.031, 3.189], [-0.209, -0.082, 3.853], [-2.664, 0.016, 4.095], [-0.722, 1.780, 1.913], [-1.734, 2.237, 3.332], [-2.836, 1.554, 2.052], [-1.526, -0.691, 2.296], [-0.170, -1.102, 4.461], [0.178, 0.491, 4.490], [0.477, -0.289, 2.985], [-3.486, -0.110, 3.471], [2.004, 2.996, -0.118], [1.650, 2.451, 1.174], [1.356, 2.621, -0.824], [3.120, 2.674, -0.366], [1.991, 4.039, -0.270], [1.092, 3.097, 1.556], [-1.715, 2.705, -3.173], [-1.705, 2.707, -4.623], [-1.692, 1.791, -2.902], [-2.444, 3.439, -2.757], [-0.872, 3.121, -2.802], [-2.631, 2.675, -4.875], [-1.505, 3.504, -0.684], [-1.730, 4.221, -1.846], [-2.247, 3.915, -0.010], [-0.538, 3.640, -0.261], [-1.648, 2.369, -0.899], [-0.931, 4.109, -2.400], [0.556, 2.433, -3.830], [0.452, 3.826, -3.483], [0.397, 2.332, -4.941], [-0.318, 1.943, -3.587], [1.229, 2.019, -3.153], [1.339, 4.396, -3.522], [3.951, 0.152, 2.518], [3.132, 0.176, 1.224], [3.104, 0.135, 3.319], [4.530, 0.982, 2.401], [4.496, -0.764, 2.615], [3.064, 1.053, 0.910], [-4.213, -1.755, -0.871], [-3.384, -1.340, 0.212], [-3.708, -1.809, -1.738], [-5.116, -0.939, -1.204], [-4.548, -2.706, -0.452], [-4.052, -1.052, 0.987], [-0.092, -0.378, -0.483], [-0.698, -1.623, -0.769], [0.488, -0.395, 0.235], [-0.907, 0.325, -0.441], [0.354, 0.171, -1.346], [-1.638, -1.631, -0.503], [3.801, -3.493, 0.912], [2.659, -2.778, 1.294], [3.683, -4.564, 0.444], [4.524, -3.437, 1.589], [4.259, -2.948, 0.192], [2.793, -1.834, 1.136], [0.844, -4.224, -2.402], [-0.356, -3.755, -2.481], [1.045, -4.188, -1.428], [1.405, -3.606, -2.989], [1.134, -5.190, -2.680], [-0.361, -3.015, -1.895], [-0.281, -4.041, 1.859], [0.789, -4.318, 2.767], [-1.049, -4.621, 2.039], [0.207, -4.127, 0.788], [-0.468, -2.845, 1.872], [1.414, -3.849, 2.295]], "lowdin_charge": [-0.11, -0.55, -0.04, -0.07, 0.10, 0.08, 0.13, 0.13, 0.13, -0.02, 0.09, 0.14, -0.12, -0.12, 0.02, 0.13, 0.07, 0.05, -0.24, -0.09, 0.04, 0.11, -0.03, 0.09, -0.12, -0.19, 0.10, 0.05, 0.11, 0.04, -0.12, -0.17, 0.13, 0.01, 0.07, 0.19, -0.02, -0.17, 0.11, 0.04, 0.06, -0.02, -0.14, -0.20, 0.02, 0.15, 0.09, 0.16, -0.09, -0.11, -0.02, 0.07, 0.10, 0.05, -0.14, -0.12, 0.14, 0.03, 0.04, 0.05, -0.24, -0.06, 0.03, 0.07, 0.08, 0.03, -0.12, -0.11, 0.01, 0.10, 0.11, -0.04]}

# 5
{"formula": "C2H2F3NO", "method": "ωB97M-V with the def2-TZVPD basis set", "total_charge": 0, "energy_ha": -506.7838, "symbols": ["C", "C", "N", "O", "F", "F", "F", "H", "H"], "positions_angstrom": [[1.750, 0.622, -0.380], [-1.807, -0.919, 0.284], [1.145, -0.150, 0.593], [1.333, 1.194, 0.851], [-1.743, 0.034, -0.759], [-2.296, -2.047, -0.256], [-2.423, -0.473, 1.330], [2.876, 0.488, -0.535], [1.163, 1.251, -1.129]], "lowdin_charge": [-0.24, -0.34, 0.09, -0.07, 0.03, 0.11, 0.17, 0.12, 0.13]}

Question: Number 2 is which compound?
Answer: C5H9NO

Copy entry 3 word for word.
{"formula": "H21O11", "method": "ωB97M-V with the def2-TZVPD basis set", "total_charge": -1, "energy_ha": -840.2418, "symbols": ["O", "H", "H", "O", "H", "H", "O", "H", "H", "O", "H", "H", "O", "H", "H", "O", "H", "H", "O", "H", "O", "H", "H", "O", "H", "H", "O", "H", "H", "O", "H", "H"], "positions_angstrom": [[-4.047, -0.911, 0.356], [-3.105, -0.582, 0.639], [-4.087, -1.563, 1.043], [1.091, 1.587, 3.635], [1.275, 0.984, 2.875], [0.914, 2.481, 3.269], [1.940, -2.805, -0.900], [-0.128, -2.591, 2.144], [-0.818, -0.517, -3.729], [-0.384, -0.910, -0.657], [-0.002, -0.273, -0.045], [3.105, -0.624, -0.858], [2.599, 0.717, -4.258], [-1.564, 0.956, 1.426], [-0.782, -1.510, 0.107], [0.063, -0.467, -3.325], [-0.003, -0.792, -2.395], [-2.548, -0.180, 2.627], [-2.000, -0.208, 1.869], [1.221, -3.167, -1.432], [0.163, -1.782, 1.756], [1.322, -2.341, -0.316], [-0.349, -0.979, 1.966], [-1.258, 4.148, 0.317], [-1.467, 3.195, 0.256], [-0.734, 4.100, 1.148], [-0.813, 1.786, 1.669], [1.657, 0.590, -4.127], [-0.745, 1.768, 2.619], [3.294, -0.722, -1.800], [3.266, 0.484, -3.650], [2.922, 0.128, -2.228]], "lowdin_charge": [-0.15, 0.01, -0.02, -0.10, 0.05, 0.04, -0.08, 0.04, 0.05, -0.11, 0.03, 0.03, -0.05, 0.02, 0.10, -0.08, 0.00, -0.01, -0.31, 0.04, -0.08, -0.01, 0.00, -0.12, 0.01, 0.02, -0.23, 0.01, -0.03, -0.09, -0.03, 0.05]}